# 1
{
  "formula": "C21H20MoO4PS",
  "method": "wB97M-V/def2-TZVPD",
  "total_charge": 1,
  "energy_ha": -1920.6518,
  "e_homo_ev": [-12.3207, -12.2810],
  "gap_ev": [7.56, 7.54],
  "elements": ["Mo", "S", "P", "O", "O", "O", "O", "C", "C", "C", "C", "C", "C", "C", "C", "C", "C", "C", "C", "C", "C", "C", "C", "C", "C", "C", "C", "C", "H", "H", "H", "H", "H", "H", "H", "H", "H", "H", "H", "H", "H", "H", "H", "H", "H", "H", "H", "H"],
  "coordinates": [[0.667, 1.434, 1.477], [2.472, 2.601, 3.185], [-0.345, -0.208, -0.104], [3.418, 1.767, 3.825], [2.428, 2.244, 1.602], [2.478, 4.003, 3.377], [1.012, 2.019, 3.369], [1.908, 1.098, -0.808], [3.671, -0.993, -0.142], [-1.359, -2.813, 0.340], [1.431, -0.116, -0.264], [-2.376, 0.309, -4.133], [1.000, 2.261, -1.074], [4.146, 0.213, -0.702], [-0.909, -1.587, 0.826], [-0.900, -1.286, 2.179], [-3.033, 0.681, -2.969], [2.338, -1.162, 0.069], [-1.093, -0.218, -4.085], [-0.468, 0.084, 2.582], [-3.147, 0.968, -0.476], [-1.706, -3.500, 2.615], [-1.755, -3.771, 1.255], [-2.429, 0.545, -1.724], [3.295, 1.233, -1.018], [-1.130, 0.015, -1.690], [-1.279, -2.266, 3.090], [-0.468, -0.368, -2.860], [-4.157, 1.301, -0.707], [0.529, -0.788, -2.814], [-2.094, -4.738, 0.912], [-0.587, -0.516, -4.993], [1.586, 3.173, -1.149], [3.680, 2.161, -1.417], [-1.263, -2.062, 4.152], [0.386, 2.128, -1.966], [1.952, -2.080, 0.494], [-2.016, -4.261, 3.319], [-4.034, 1.089, -3.027], [-0.181, 0.139, 3.627], [-2.873, 0.430, -5.086], [-3.227, 0.150, 0.244], [-1.383, -3.018, -0.723], [5.207, 0.336, -0.877], [4.367, -1.775, 0.124], [-2.638, 1.801, 0.020], [-1.302, 0.846, 2.426], [0.181, 2.493, -0.303]],
  "lowdin_charge": [1.466, 0.438, 1.055, -0.231, -0.472, -0.226, -0.476, -0.334, -0.027, -0.045, -0.394, -0.039, -0.061, -0.007, -0.333, -0.297, -0.018, -0.038, -0.055, -0.247, -0.043, -0.036, -0.055, -0.264, -0.021, -0.320, -0.003, -0.075, 0.090, 0.116, 0.116, 0.116, 0.109, 0.133, 0.126, 0.100, 0.123, 0.119, 0.122, 0.077, 0.118, 0.084, 0.118, 0.127, 0.123, 0.078, 0.099, 0.061]
}

***

# 2
{
  "formula": "C21H20N2O3",
  "method": "wB97M-V/def2-TZVPD",
  "smiles": "CCOc1ccc(N[C@H]2c3ccccc3C(=O)N2Cc2ccco2)cc1",
  "de_lowest_kj_mol": 211.8,
  "energy_ha": -1147.4753,
  "e_homo_ev": -7.7318,
  "gap_ev": 8.49,
  "elements": ["O", "O", "O", "N", "N", "C", "C", "C", "C", "C", "C", "C", "C", "C", "C", "C", "C", "C", "C", "C", "C", "C", "C", "C", "C", "C", "H", "H", "H", "H", "H", "H", "H", "H", "H", "H", "H", "H", "H", "H", "H", "H", "H", "H", "H", "H"],
  "coordinates": [[2.828, -0.330, -0.791], [-0.214, 0.793, 4.950], [0.730, 1.299, -4.012], [-1.434, -0.240, -0.378], [0.291, 0.427, -1.942], [-1.957, -2.165, -4.996], [-0.554, 0.612, 3.642], [0.199, 0.474, -3.302], [3.360, -0.090, 1.355], [-0.226, 1.848, 7.072], [2.355, 0.855, 1.030], [-0.445, -0.674, -1.325], [-0.679, -0.659, -3.681], [1.094, 1.357, -1.186], [-1.065, -1.336, -2.527], [-2.349, -2.832, -3.844], [-1.097, 0.051, 0.947], [-1.643, 1.165, 1.574], [3.603, -0.781, 0.211], [-1.907, -2.425, -2.592], [-0.748, 1.901, 5.645], [-0.013, -0.514, 3.021], [-1.384, 1.447, 2.904], [-1.116, -1.065, -4.929], [-0.282, -0.794, 1.700], [2.069, 0.668, -0.290], [-2.291, 1.827, 1.014], [4.274, -1.586, -0.016], [-0.805, -0.532, -5.814], [-0.616, 2.687, 7.641], [-3.009, -3.684, -3.923], [-2.214, -2.942, -1.696], [-2.066, 0.443, -0.779], [0.860, 1.891, 7.071], [-0.534, 0.920, 7.545], [0.140, -1.683, 1.258], [-0.436, 2.838, 5.162], [-1.847, 1.856, 5.642], [0.463, 2.009, -0.569], [1.905, 1.569, 1.689], [-2.316, -2.506, -5.956], [-1.831, 2.323, 3.346], [0.622, -1.164, 3.602], [0.253, -1.349, -0.814], [1.613, 1.969, -1.935], [3.826, -0.231, 2.307]],
  "lowdin_charge": [0.052, -0.059, 0.088, 0.089, 0.014, -0.075, -0.280, -0.394, -0.057, -0.066, -0.034, -0.227, -0.075, -0.044, -0.102, -0.073, -0.280, -0.030, -0.116, -0.014, -0.271, -0.007, -0.023, 0.001, -0.030, -0.268, 0.112, 0.118, 0.120, 0.075, 0.103, 0.115, 0.143, 0.077, 0.077, 0.115, 0.124, 0.125, 0.136, 0.115, 0.103, 0.103, 0.122, 0.158, 0.137, 0.101]
}

***

# 3
{
  "formula": "C21H20N2O5S2",
  "method": "wB97M-V/def2-TZVPD",
  "smiles": "COc1ccc(NS(=O)(=O)c2cccc(NC(=O)CCC(=O)c3cccs3)c2)cc1",
  "de_lowest_kj_mol": 26.5,
  "energy_ha": -2094.3356,
  "e_homo_ev": -8.0933,
  "gap_ev": 7.59,
  "elements": ["S", "S", "O", "O", "O", "O", "O", "N", "N", "C", "C", "C", "C", "C", "C", "C", "C", "C", "C", "C", "C", "C", "C", "C", "C", "C", "C", "C", "C", "C", "H", "H", "H", "H", "H", "H", "H", "H", "H", "H", "H", "H", "H", "H", "H", "H", "H", "H", "H", "H"],
  "coordinates": [[-1.793, 2.464, -0.425], [6.702, -0.146, -0.202], [3.141, -0.259, 1.455], [-6.823, -1.631, 0.385], [-0.663, 3.168, 0.108], [-2.600, 3.103, -1.417], [1.633, -3.531, -1.214], [1.243, -1.602, -0.053], [-2.741, 2.095, 0.916], [-4.656, 1.196, -0.249], [7.342, 1.426, 0.007], [4.130, -0.606, 0.829], [-1.291, 0.844, -0.993], [5.288, 1.622, 1.020], [-7.020, -2.666, 1.317], [5.240, 0.305, 0.622], [-5.796, -0.757, 0.592], [-5.657, 0.257, -0.359], [1.924, -2.745, -0.341], [-0.557, -1.708, -1.716], [6.486, 2.257, 0.668], [-3.892, 0.130, 1.758], [-0.229, 0.246, -0.352], [-1.623, -1.085, -2.341], [0.158, -1.045, -0.718], [4.280, -1.987, 0.228], [-4.907, -0.807, 1.657], [-2.001, 0.201, -1.986], [-3.756, 1.138, 0.813], [3.132, -2.945, 0.569], [-0.261, -2.704, -2.000], [-4.984, -1.571, 2.415], [-2.817, 0.712, -2.469], [-6.154, -3.334, 1.366], [4.375, -1.883, -0.857], [2.835, -2.800, 1.610], [3.470, -3.972, 0.435], [-6.359, 0.290, -1.176], [-7.234, -2.273, 2.316], [-2.163, -1.609, -3.115], [4.474, 2.093, 1.542], [8.319, 1.650, -0.374], [-2.167, 2.015, 1.742], [-4.555, 1.986, -0.974], [5.223, -2.404, 0.590], [6.710, 3.285, 0.890], [0.307, 0.795, 0.407], [1.651, -1.015, 0.674], [-3.204, 0.080, 2.590], [-7.884, -3.224, 0.958]],
  "lowdin_charge": [0.666, 1.068, 0.067, -0.087, -0.290, -0.277, 0.075, 0.140, -0.057, -0.030, -0.392, -0.403, -0.274, -0.084, -0.093, -0.452, -0.278, 0.012, -0.463, 0.008, -0.166, -0.018, 0.007, -0.048, -0.194, -0.131, -0.020, -0.064, -0.316, -0.084, 0.102, 0.103, 0.109, 0.095, 0.134, 0.125, 0.123, 0.121, 0.095, 0.110, 0.123, 0.066, 0.115, 0.104, 0.115, 0.107, 0.120, 0.106, 0.113, 0.092]
}

***

# 4
{
  "formula": "C21H20N3O6RuS3",
  "method": "wB97M-V/def2-TZVPD",
  "de_lowest_kj_mol": 68.4,
  "energy_ha": -2717.4200,
  "spin_multiplicity": 2,
  "e_homo_ev": [-7.8938, -8.5034],
  "gap_ev": [7.74, 8.35],
  "elements": ["Ru", "S", "S", "S", "O", "O", "O", "O", "O", "O", "N", "N", "N", "C", "C", "C", "C", "C", "C", "C", "C", "C", "C", "C", "C", "C", "C", "C", "C", "C", "C", "C", "C", "C", "H", "H", "H", "H", "H", "H", "H", "H", "H", "H", "H", "H", "H", "H", "H", "H", "H", "H", "H", "H"],
  "coordinates": [[-1.045, 0.310, 0.482], [3.255, 1.527, 0.773], [0.456, -2.431, -0.843], [-1.438, 0.109, -2.221], [-2.422, -0.189, -1.144], [-0.572, -1.804, 0.038], [-0.208, 0.537, -1.487], [-1.946, 1.020, -3.196], [0.628, -3.819, -0.502], [1.661, -1.647, -0.964], [-1.214, -0.479, 2.697], [-2.697, 1.606, 1.802], [0.947, 0.490, 1.238], [-0.252, -2.419, -2.493], [0.722, 2.586, 0.194], [3.210, -0.044, 1.497], [-0.181, -3.513, -4.643], [4.038, -2.099, 2.354], [-1.497, 3.121, -0.490], [1.212, 3.737, -0.421], [1.543, 1.544, 0.746], [-1.333, -1.426, -4.420], [-1.014, 4.242, -1.148], [1.653, -1.769, 2.117], [-1.006, -1.384, -3.070], [4.293, -0.841, 1.857], [1.892, -0.478, 1.639], [0.341, 4.561, -1.103], [-0.913, -2.485, -5.208], [-0.632, 2.272, 0.202], [-2.645, 1.353, 3.242], [0.135, -3.487, -3.293], [-1.313, 0.702, 3.557], [2.724, -2.561, 2.471], [-2.321, 2.517, 1.583], [0.693, -4.291, -2.833], [-1.694, 4.859, -1.723], [4.862, -2.750, 2.616], [-3.635, 1.549, 1.426], [-0.495, 1.373, 3.292], [-0.363, -0.996, 2.860], [-3.454, 0.667, 3.504], [0.714, 5.432, -1.624], [2.541, -3.570, 2.815], [2.272, 3.964, -0.395], [-1.150, -2.496, -6.263], [-1.244, 0.473, 4.624], [0.164, -4.336, -5.257], [-2.773, 2.260, 3.836], [-2.005, -1.097, 2.844], [5.307, -0.484, 1.733], [0.664, -2.199, 2.088], [-1.907, -0.611, -4.837], [-2.556, 2.895, -0.552]],
  "mulliken_spin": [0.899, -0.001, 0.004, -0.006, 0.006, 0.019, 0.002, 0.000, 0.002, -0.001, 0.046, 0.086, -0.019, -0.003, 0.011, -0.001, 0.000, 0.001, 0.007, -0.007, 0.005, 0.000, -0.003, 0.005, 0.003, 0.000, -0.009, 0.009, 0.000, -0.025, 0.007, 0.000, -0.004, -0.001, -0.009, 0.000, 0.000, 0.000, -0.008, -0.001, -0.010, -0.001, 0.001, 0.000, -0.001, 0.000, 0.000, 0.000, 0.004, -0.005, 0.000, 0.002, 0.000, -0.002]
}